# 1
{
  "formula": "C2H3N3O",
  "method": "ωB97M-V with the def2-TZVPD basis set",
  "homo_energy_ha": -0.3623,
  "multiplicity": 1,
  "de_lowest_ev": 2.471,
  "symbols": ["N", "C", "C", "N", "O", "N", "H", "H", "H"],
  "positions_angstrom": [[-1.5746, -0.1652, 0.0633], [-0.1870, -0.1509, 0.1183], [0.7407, 0.9084, -0.1464], [1.9422, 0.4401, -0.0027], [1.8075, -0.8430, 0.3864], [0.5006, -1.2068, 0.4599], [-1.9281, -1.0970, 0.2513], [-1.9259, 0.1378, -0.8404], [0.6247, 1.9764, -0.2897]]
}


# 2
{
  "formula": "C2H3N3O",
  "method": "ωB97M-V with the def2-TZVPD basis set",
  "homo_energy_ha": -0.3764,
  "multiplicity": 1,
  "de_lowest_ev": 3.748,
  "symbols": ["O", "N", "C", "N", "C", "N", "H", "H", "H"],
  "positions_angstrom": [[2.0466, 0.0816, -0.1501], [0.6217, -0.0112, 0.2186], [-0.1015, 1.0723, 0.0045], [-1.4122, 0.8036, -0.1223], [-1.2958, -0.6254, -0.0876], [-0.0749, -1.1293, -0.0357], [2.1715, -0.8262, -0.0883], [0.1768, 2.1826, 0.1273], [-2.1323, -1.5480, 0.1335]]
}


# 3
{
  "formula": "C2H3N3O",
  "method": "ωB97M-V with the def2-TZVPD basis set",
  "homo_energy_ha": -0.3058,
  "multiplicity": 1,
  "de_lowest_ev": 2.835,
  "symbols": ["O", "C", "C", "N", "N", "N", "H", "H", "H"],
  "positions_angstrom": [[1.9106, 0.1372, -0.4635], [0.6225, -0.2035, -0.1560], [-0.4723, 0.7198, 0.0709], [-1.6618, 0.2720, 0.2134], [-0.5461, -2.3065, -0.1996], [0.1913, -1.4409, -0.2426], [2.4658, 0.0271, 0.3199], [-0.1778, 1.7747, 0.0956], [-2.3323, 1.0200, 0.3620]]
}


# 4
{
  "formula": "C2H3N3O",
  "method": "ωB97M-V with the def2-TZVPD basis set",
  "homo_energy_ha": -0.3464,
  "multiplicity": 1,
  "de_lowest_ev": 2.103,
  "symbols": ["H", "N", "C", "N", "C", "O", "N", "H", "H"],
  "positions_angstrom": [[2.1441, 1.4067, -0.1597], [1.8783, 0.4523, 0.0188], [0.6406, 0.2360, -0.1255], [-0.5201, 1.0328, -0.2584], [-1.4744, 0.2032, -0.0712], [-1.1551, -1.0892, 0.1473], [0.2400, -1.1091, -0.1030], [-2.5386, 0.4320, -0.0658], [0.7853, -1.5647, 0.6176]]
}


# 5
{
  "formula": "C2H3N3O",
  "method": "ωB97M-V with the def2-TZVPD basis set",
  "homo_energy_ha": -0.3493,
  "multiplicity": 1,
  "de_lowest_ev": 0.729,
  "symbols": ["O", "C", "N", "C", "N", "N", "H", "H", "H"],
  "positions_angstrom": [[-1.6784, 1.6351, -0.0946], [-0.9129, 0.7021, -0.0244], [0.4777, 0.7781, 0.0054], [0.9910, -0.4854, 0.1368], [0.0907, -1.3776, 0.2763], [-1.1458, -0.7098, 0.1466], [0.9998, 1.6383, -0.0114], [2.0315, -0.7451, 0.0562], [-1.4232, -1.2861, -0.6401]]
}


# 6
{
  "formula": "C2H3N3O",
  "method": "ωB97M-V with the def2-TZVPD basis set",
  "homo_energy_ha": -0.3108,
  "multiplicity": 1,
  "de_lowest_ev": 3.804,
  "symbols": ["H", "N", "N", "C", "O", "C", "N", "H", "H"],
  "positions_angstrom": [[2.0677, -1.2649, 0.3714], [1.4034, -0.5547, 0.0527], [0.2531, -1.0131, 0.2615], [-0.8165, -0.1199, 0.0595], [-2.1027, -0.5841, 0.0455], [-0.3813, 1.1318, -0.0503], [0.5452, 1.9313, 0.0299], [-2.1068, -1.5543, 0.0537], [1.1378, 2.0279, -0.8238]]
}


# 7
{
  "formula": "C2H3N3O",
  "method": "ωB97M-V with the def2-TZVPD basis set",
  "homo_energy_ha": -0.3123,
  "multiplicity": 1,
  "de_lowest_ev": 3.660,
  "symbols": ["N", "C", "C", "N", "N", "O", "H", "H", "H"],
  "positions_angstrom": [[0.8144, 1.1338, -0.4094], [-0.1328, 0.1937, -0.5250], [-0.4703, -0.9585, 0.2356], [-0.2784, -1.1134, 1.5075], [-0.1947, -1.3436, 2.6171], [-0.9493, 0.2009, -1.5160], [0.9157, 1.7649, -1.1909], [1.6074, 0.9945, 0.1947], [-1.3122, -0.8724, -0.9137]]
}


# 8
{
  "formula": "C2H3N3O",
  "method": "ωB97M-V with the def2-TZVPD basis set",
  "homo_energy_ha": -0.3300,
  "multiplicity": 1,
  "de_lowest_ev": 4.695,
  "symbols": ["O", "C", "N", "N", "C", "N", "H", "H", "H"],
  "positions_angstrom": [[1.8413, -1.0819, -0.3124], [0.8724, 0.9338, -0.1401], [-0.2619, 1.5371, 0.1472], [-1.2041, 0.5689, 0.2475], [-0.7114, -0.6623, 0.0484], [0.6031, -0.4215, -0.1968], [2.3779, -0.2127, -0.3196], [-2.1485, 0.8723, 0.4547], [-1.3689, -1.5337, 0.0710]]
}


# 9
{
  "formula": "C2H3N3O",
  "method": "ωB97M-V with the def2-TZVPD basis set",
  "homo_energy_ha": -0.3373,
  "multiplicity": 1,
  "de_lowest_ev": 3.026,
  "symbols": ["O", "C", "C", "N", "N", "N", "H", "H", "H"],
  "positions_angstrom": [[1.5877, 0.8768, 1.1068], [0.7194, 0.1901, 0.5433], [0.4510, -1.1372, 0.0183], [-0.6341, -1.1004, -0.7118], [-1.0505, 0.1724, -0.7824], [-0.3411, 0.9232, 0.1495], [1.0252, -2.0411, 0.1474], [-2.0494, 0.3073, -0.8903], [0.2752, 1.8012, 0.4083]]
}


# 10
{
  "formula": "C2H3N3O",
  "method": "ωB97M-V with the def2-TZVPD basis set",
  "homo_energy_ha": -0.3460,
  "multiplicity": 1,
  "de_lowest_ev": 0.478,
  "symbols": ["O", "C", "N", "C", "N", "N", "H", "H", "H"],
  "positions_angstrom": [[-1.6538, 1.4609, -0.1335], [-0.7559, 0.6431, -0.1165], [0.6100, 0.7795, 0.0485], [1.1581, -0.5725, 0.0218], [0.2179, -1.4440, -0.1020], [-0.9471, -0.7213, -0.2587], [0.9030, 1.7535, 0.2049], [2.2171, -0.8698, 0.0695], [-1.7493, -1.0295, 0.2661]]
}


# 11
{
  "formula": "C2H3N3O",
  "method": "ωB97M-V with the def2-TZVPD basis set",
  "homo_energy_ha": -0.3464,
  "multiplicity": 1,
  "de_lowest_ev": 1.918,
  "symbols": ["O", "C", "C", "N", "N", "N", "H", "H", "H"],
  "positions_angstrom": [[0.3279, -1.1011, 1.8160], [0.1525, -0.3610, 0.6880], [0.8856, 0.4580, -0.1498], [-0.1089, 0.7573, -1.2059], [-1.2449, 0.1599, -0.9202], [-1.1262, -0.4757, 0.1804], [-0.5562, -1.5190, 1.9159], [1.8613, 0.9544, -0.1631], [-0.2007, 1.1293, -2.1762]]
}


# 12
{
  "formula": "C2H3N3O",
  "method": "ωB97M-V with the def2-TZVPD basis set",
  "homo_energy_ha": -0.3209,
  "multiplicity": 1,
  "de_lowest_ev": 5.794,
  "symbols": ["O", "C", "N", "N", "C", "N", "H", "H", "H"],
  "positions_angstrom": [[-0.0355, 0.2070, 1.7863], [-1.4100, -0.1053, 0.1312], [-0.9943, -0.9216, -0.8107], [0.3241, -0.5506, -1.1004], [0.7597, 0.4271, -0.3706], [-0.2875, 0.7594, 0.4679], [-0.9041, 0.3373, 2.2066], [0.8324, -1.0767, -1.7971], [1.7152, 0.9235, -0.5132]]
}


# 13
{
  "formula": "C2H3N3O",
  "method": "ωB97M-V with the def2-TZVPD basis set",
  "homo_energy_ha": -0.3258,
  "multiplicity": 1,
  "de_lowest_ev": 4.413,
  "symbols": ["O", "C", "N", "N", "C", "N", "H", "H", "H"],
  "positions_angstrom": [[-0.9186, 0.7985, -1.9097], [-0.4262, 0.6441, -0.6898], [-0.9673, 0.1485, 0.3279], [-0.3261, -0.5448, 1.2150], [1.5124, -0.3178, 0.5759], [1.4537, 0.1908, -0.5172], [-1.4120, -0.0023, -2.1643], [-0.8204, -0.4144, 2.1109], [2.1026, -0.7885, 1.3506]]
}


# 14
{
  "formula": "C2H3N3O",
  "method": "ωB97M-V with the def2-TZVPD basis set",
  "homo_energy_ha": [-0.1991, -0.3857],
  "multiplicity": 3,
  "de_lowest_ev": 1.904,
  "symbols": ["C", "C", "N", "N", "N", "O", "H", "H", "H"],
  "positions_angstrom": [[0.5743, 0.9168, 0.3945], [1.1290, -0.3679, 0.1578], [-0.7590, 1.1351, 0.1376], [-2.5142, -0.2522, -0.1795], [-1.5096, 0.2112, -0.0863], [0.2072, -1.3288, -0.2872], [1.0213, 1.8114, 0.7408], [2.0576, -0.9367, 0.2997], [-0.2066, -1.1889, -1.1776]]
}


# 15
{
  "formula": "C2H3N3O2",
  "method": "ωB97M-V with the def2-TZVPD basis set",
  "homo_energy_ha": -0.3412,
  "multiplicity": 1,
  "de_lowest_ev": 2.227,
  "symbols": ["N", "C", "N", "O", "C", "O", "N", "H", "H", "H"],
  "positions_angstrom": [[-1.8098, 0.1380, 0.0092], [-0.5247, -0.1018, 0.3967], [-0.1104, -1.2405, 0.8441], [1.1368, -1.3088, 0.1380], [1.5971, -0.0729, -0.1776], [2.7229, 0.1469, -0.5233], [0.5016, 0.7722, -0.0356], [-1.7983, 0.6426, -0.8682], [-2.3578, -0.7152, -0.0450], [0.6428, 1.7394, 0.2618]]
}


# 16
{
  "formula": "C2H3N3O2",
  "method": "ωB97M-V with the def2-TZVPD basis set",
  "homo_energy_ha": -0.3663,
  "multiplicity": 1,
  "de_lowest_ev": 1.958,
  "symbols": ["H", "N", "C", "N", "O", "C", "O", "N", "H", "H"],
  "positions_angstrom": [[-2.4651, 0.8521, 0.4132], [-1.9339, 0.0700, 0.0863], [-0.6725, 0.0274, 0.1955], [-0.1724, -1.2652, 0.1374], [1.1554, -1.1926, -0.3684], [1.5765, 0.0932, -0.1532], [2.6974, 0.4783, -0.3113], [0.4592, 0.8296, 0.2628], [-0.8957, -1.7044, -0.4421], [0.4809, 1.8366, 0.2052]]
}


# 17
{
  "formula": "C2H3N3O2",
  "method": "ωB97M-V with the def2-TZVPD basis set",
  "homo_energy_ha": -0.3458,
  "multiplicity": 1,
  "de_lowest_ev": 4.428,
  "symbols": ["N", "N", "C", "N", "H", "H", "H", "O", "C", "O"],
  "positions_angstrom": [[-0.4769, -0.6355, 1.6199], [0.1394, -0.3259, 0.4663], [1.4984, -0.2358, 0.1465], [1.3077, 0.9621, 0.3707], [-1.3700, -0.2687, 1.5110], [-0.1296, -0.1853, 2.3911], [2.3133, -0.9520, -0.1242], [-2.0109, 0.9160, -1.5995], [-1.0866, 0.4837, -2.0580], [-0.1847, 0.2415, -2.7238]]
}


# 18
{
  "formula": "C2H3N3O2",
  "method": "ωB97M-V with the def2-TZVPD basis set",
  "homo_energy_ha": -0.3330,
  "multiplicity": 1,
  "de_lowest_ev": 3.454,
  "symbols": ["N", "C", "N", "O", "C", "O", "N", "H", "H", "H"],
  "positions_angstrom": [[1.2673, 1.1718, -0.2825], [0.1080, 0.6572, 0.1412], [-1.0722, 1.1791, -0.0285], [-1.4456, -0.1314, -0.6967], [-1.0317, -1.1981, 0.0699], [-1.6181, -2.2408, 0.1163], [0.1478, -0.7431, 0.6187], [1.9319, 0.4613, -0.5412], [1.2134, 1.9756, -0.8989], [0.4992, -1.1315, 1.5018]]
}


# 19
{
  "formula": "C2H3N3O2",
  "method": "ωB97M-V with the def2-TZVPD basis set",
  "homo_energy_ha": -0.3476,
  "multiplicity": 1,
  "de_lowest_ev": 3.496,
  "symbols": ["H", "N", "C", "N", "C", "O", "O", "N", "H", "H"],
  "positions_angstrom": [[1.9400, 2.6177, 0.2789], [1.9486, 1.5603, 0.1096], [0.8563, 0.9064, -0.0546], [-0.5982, 0.9222, -0.0835], [-0.9944, -0.3468, 0.1039], [-2.2558, -0.7827, 0.1347], [-0.0693, -1.2477, -0.0422], [1.1677, -0.6271, -0.3208], [-1.9922, -1.7337, 0.4566], [1.8548, -0.9858, 0.2915]]
}


# 20
{
  "formula": "C2H3N3O2",
  "method": "ωB97M-V with the def2-TZVPD basis set",
  "homo_energy_ha": -0.3012,
  "multiplicity": 1,
  "de_lowest_ev": 3.451,
  "symbols": ["O", "N", "C", "N", "N", "C", "O", "H", "H", "H"],
  "positions_angstrom": [[2.4234, -0.4601, 0.0026], [1.5123, 0.5721, -0.0320], [0.3098, 0.1848, 0.0011], [-0.8042, 1.0317, -0.0241], [-1.9461, 0.3123, -0.0302], [-1.5666, -0.8976, 0.0019], [-0.1819, -1.0739, 0.0260], [3.2335, 0.0333, -0.0798], [-0.7452, 2.0342, 0.2287], [-2.2350, -1.7369, -0.0943]]
}